# 1
Here is a single C10H10N2O2S molecule at a distorted geometry from the Open Molecules 2025 dataset. Energies are from ωB97M-V/def2-TZVPD.

molecular weight	222.27	g/mol
relative energy (zero: lowest compared OMol25 entry of this formula, charge and spin)	1.324	eV
lowest unoccupied orbital energy (alpha / beta)	-0.0152 / -0.0151	Ha

```
! wB97M-V def2-TZVPD RIJCOSX def2/J DEFGRID3
* xyz 0 1
C 0.54 -1.66 3.16
C 1.35 -1.15 2.16
C -0.75 -1.19 2.93
C 0.54 -0.34 1.35
C 1.64 1.20 -0.42
C 0.87 0.36 0.21
C -0.54 -1.57 -1.10
C -1.63 0.74 -1.19
C 1.66 1.44 -1.89
C -0.52 -0.18 -1.49
N -0.73 -0.39 1.86
N -1.93 1.61 -2.18
O -1.25 -2.06 -0.25
O -2.23 0.76 -0.12
S 0.60 0.23 -2.79
H 0.84 -2.31 3.96
H 2.40 -1.31 2.03
H -1.65 -1.39 3.48
H 2.31 1.85 0.13
H 0.22 -2.17 -1.64
H 1.32 2.45 -2.11
H 2.66 1.31 -2.30
H -1.53 -0.01 1.34
H -1.49 1.54 -3.08
H -2.72 2.23 -2.05
*
```


# 2
Here is a molecular structure, C10H10N2O4SV at a distorted geometry from the Open Molecules 2025 dataset. Energies are from ωB97M-V/def2-TZVPD.

molecular weight	305.21	g/mol
lowest unoccupied orbital energy (alpha / beta)	-0.3643 / -0.3812	Ha

```
! wB97M-V def2-TZVPD RIJCOSX def2/J DEFGRID3
* xyz 2 4
V 0.24 0.24 0.03
O -2.79 -0.47 0.22
C -1.69 -0.09 0.14
C 2.16 -0.27 -0.07
O 3.27 -0.62 -0.14
C 0.12 -0.41 -1.82
O 0.00 -0.80 -2.91
C 0.32 -0.27 1.93
O 0.35 -0.57 3.06
C 0.54 -4.57 0.46
H 0.05 -4.71 1.43
H -0.04 -4.88 -0.42
C 1.85 -4.30 0.37
H 2.38 -4.38 -0.59
H 2.48 -4.21 1.26
C -0.23 5.38 -1.23
N -1.31 4.57 -0.71
C -2.64 4.96 -0.73
C -3.35 3.95 -0.19
N -2.44 2.95 0.15
C -1.18 3.33 -0.18
S 0.31 2.47 -0.03
H 0.52 5.59 -0.46
H 0.31 4.87 -2.04
H -0.65 6.31 -1.60
H -2.95 5.91 -1.13
H -4.40 3.85 -0.02
H -2.70 2.06 0.58
*
```


# 3
Here is a molecular structure, C10H10N2O4Tb at a distorted geometry from the Open Molecules 2025 dataset. Energies are from ωB97M-V/def2-TZVPD.

molecular weight	381.12	g/mol
lowest unoccupied orbital energy (alpha / beta)	-0.5023 / -0.4889	Ha

```
! wB97M-V def2-TZVPD RIJCOSX def2/J DEFGRID3
* xyz 3 7
Tb -0.06 -0.12 -0.41
O -0.30 -2.33 -3.47
C -0.14 -1.77 -2.48
C -0.83 2.38 0.63
O -1.22 3.42 0.88
C -2.46 -0.62 0.22
O -3.60 -0.70 0.40
C 1.68 1.39 -1.50
O 2.31 2.18 -2.04
C -2.71 2.30 -3.89
H -1.89 2.29 -4.61
H -3.47 1.52 -3.94
C -2.77 3.24 -2.93
H -3.57 3.23 -2.19
H -1.99 4.00 -2.85
C 2.49 -3.21 2.21
N 1.83 -1.90 2.26
C 1.77 -1.02 3.33
C 1.05 0.07 2.95
N 0.67 -0.17 1.62
C 1.16 -1.35 1.25
H 3.57 -3.14 2.38
H 2.08 -3.91 2.95
H 2.34 -3.65 1.22
H 2.24 -1.24 4.28
H 0.76 0.97 3.47
H 1.05 -1.86 0.25
*
```


# 4
Here is a single C10H10N2OS molecule at a distorted geometry from the Open Molecules 2025 dataset. Energies are from ωB97M-V/def2-TZVPD.

molecular weight	206.27	g/mol
relative energy (zero: lowest compared OMol25 entry of this formula, charge and spin)	7.727	eV
lowest unoccupied orbital energy (alpha / beta)	-0.0962 / -0.1176	Ha

```
! wB97M-V def2-TZVPD RIJCOSX def2/J DEFGRID3
* xyz 0 1
C -1.75 -0.94 -2.24
C 2.19 1.70 0.33
C 0.80 1.75 0.61
C 2.64 0.79 -0.55
C -0.12 1.11 -0.17
C -1.94 -1.03 1.68
C 1.79 -0.32 -1.06
C -0.59 -1.07 -1.55
C 0.33 0.13 -1.33
C -2.57 0.05 0.93
N -2.71 -0.84 -2.88
N -0.54 -0.81 2.03
O -2.41 -2.14 1.92
S -1.88 1.36 0.13
H 2.78 2.39 0.86
H 0.62 2.38 1.47
H 3.75 0.51 -0.83
H 2.09 -0.73 -1.92
H 1.66 -1.05 -0.35
H -0.20 -1.95 -0.93
H 0.13 0.82 -2.12
H -3.61 -0.28 0.89
H -0.45 -0.19 2.77
H -0.03 -1.65 2.30
*
```


# 5
Here is a gas-phase ion, C10H10NO5 (charge -1) at a distorted geometry from the Open Molecules 2025 dataset. Energies are from ωB97M-V/def2-TZVPD.

molecular weight	224.19	g/mol
relative energy (zero: lowest compared OMol25 entry of this formula, charge and spin)	4.805	eV
structure (SMILES)	C=CO[C@]1([N+](=O)[O-])C=CC=C(C(=O)[O-])[C@@H]1C
lowest unoccupied orbital energy	0.1079	Ha

```
! wB97M-V def2-TZVPD RIJCOSX def2/J DEFGRID3
* xyz -1 1
C 0.55 -2.27 0.68
C 0.26 -1.49 1.83
C 1.06 -1.78 -0.41
C 0.66 -0.19 1.85
C -2.29 0.22 -1.36
C -1.09 -0.26 -0.87
C -0.21 0.63 2.88
C 1.44 0.43 0.74
C 1.23 -0.32 -0.65
C 1.32 1.89 0.53
N 2.38 0.02 -1.53
O -0.98 1.31 2.22
O 3.37 -0.58 -1.20
O -0.14 0.33 4.08
O 2.34 0.96 -2.26
O 0.07 0.27 -1.25
H 0.40 -3.42 0.74
H -0.23 -2.03 2.68
H 1.21 -2.40 -1.22
H -3.19 -0.36 -1.12
H -2.16 0.93 -2.13
H -1.14 -1.03 -0.16
H 2.45 0.23 1.06
H 0.29 2.20 0.48
H 1.85 2.31 -0.37
H 1.69 2.59 1.24
*
```


# 6
Here is a gas-phase ion, C10H10O2P (charge +1) at a distorted geometry from the Open Molecules 2025 dataset. Energies are from ωB97M-V/def2-TZVPD.

molecular weight	193.16	g/mol
relative energy (zero: lowest compared OMol25 entry of this formula, charge and spin)	0.886	eV
lowest unoccupied orbital energy (alpha / beta)	-0.2163 / -0.2163	Ha

```
! wB97M-V def2-TZVPD RIJCOSX def2/J DEFGRID3
* xyz 1 1
C -3.15 1.60 -0.06
C -1.93 2.20 -0.25
C -3.20 0.23 0.20
C -0.71 1.60 -0.26
C -1.99 -0.42 0.06
C -0.76 0.23 -0.07
C -1.64 -1.83 0.09
C 0.29 -0.76 -0.04
C 2.74 0.93 -0.26
C 2.91 -2.07 0.36
O -2.33 -2.75 0.35
O -0.26 -1.98 0.02
P 1.99 -0.72 -0.51
H -4.14 2.24 -0.03
H -1.88 3.37 -0.27
H -4.07 -0.38 0.12
H 0.21 2.09 -0.38
H 2.84 1.41 -1.37
H 3.87 0.71 -0.07
H 2.22 1.40 0.56
H 3.39 -1.74 1.37
H 3.54 -2.58 -0.29
H 2.06 -2.81 0.73
*
```


# 7
Here is a single C10H10S molecule at a distorted geometry from the Open Molecules 2025 dataset. Energies are from ωB97M-V/def2-TZVPD.

molecular weight	162.26	g/mol
relative energy (zero: lowest compared OMol25 entry of this formula, charge and spin)	1.513	eV
structure (SMILES)	CC1=CS[C@@]23C=CC=C[C@@]12C3
lowest unoccupied orbital energy	0.0313	Ha

```
! wB97M-V def2-TZVPD RIJCOSX def2/J DEFGRID3
* xyz 0 1
C 1.96 -0.84 0.99
C 1.70 -2.21 0.83
C 1.18 0.14 0.45
C 0.65 -2.57 0.10
C -1.75 -0.13 -1.59
C -0.94 0.72 -0.89
C -0.94 -0.82 0.99
C -0.13 -0.04 0.03
C -0.45 -1.65 -0.09
C -1.13 2.23 -0.77
S -1.53 -1.79 -1.53
H 2.90 -0.30 1.34
H 2.39 -2.94 1.28
H 1.71 1.03 0.36
H 0.38 -3.54 -0.33
H -2.48 0.19 -2.40
H -0.57 -0.93 2.10
H -2.03 -0.69 0.86
H -0.28 2.84 -0.78
H -1.49 2.46 0.19
H -1.69 2.71 -1.50
*
```


# 8
Here is a molecular structure, C10H11BCl3F4N2O2RuS from the Open Molecules 2025 dataset. Energies are from ωB97M-V/def2-TZVPD.

molecular weight	517.51	g/mol
relative energy (zero: lowest compared OMol25 entry of this formula, charge and spin)	0.278	eV
lowest unoccupied orbital energy (alpha / beta)	-0.0069 / -0.0357	Ha

```
! wB97M-V def2-TZVPD RIJCOSX def2/J DEFGRID3
* xyz 0 2
Ru 0.56 0.31 0.11
O 0.26 2.04 0.98
N -0.34 2.99 0.22
C -0.52 4.19 0.83
C -1.12 5.21 0.16
C -1.55 5.00 -1.16
C -1.37 3.78 -1.75
C -0.74 2.72 -1.04
S -0.48 1.17 -1.71
H -0.15 4.23 1.84
H -1.25 6.16 0.66
H -2.03 5.79 -1.71
H -1.68 3.58 -2.76
C 3.30 1.30 1.83
C 2.72 0.15 1.02
C 3.58 -1.10 1.02
O 2.39 0.55 -0.28
H 3.47 1.01 2.86
H 2.64 2.17 1.80
H 4.26 1.58 1.39
H 1.74 -0.16 1.59
H 4.52 -0.87 0.53
H 3.09 -1.90 0.47
H 3.78 -1.44 2.03
F 1.31 -3.79 -0.33
B 0.39 -2.86 0.04
F 0.70 -1.60 -0.75
F -0.91 -3.20 -0.26
F 0.52 -2.45 1.36
Cl -4.05 -2.40 -0.36
C -3.46 -1.86 1.21
Cl -4.68 -0.87 2.04
Cl -2.98 -3.22 2.22
C -2.29 -1.01 1.00
N -1.37 -0.35 0.84
*
```


# 9
Here is 3 unconnected molecules or ions with the total composition C10H11Br2F2O6S at a distorted geometry from the Open Molecules 2025 dataset. Energies are from ωB97M-V/def2-TZVPD.

molecular weight	457.06	g/mol
lowest unoccupied orbital energy	0.0805	Ha

```
! wB97M-V def2-TZVPD RIJCOSX def2/J DEFGRID3
* xyz -1 1
C 0.22 -0.47 3.20
C -0.92 -1.34 2.78
Br -0.54 -3.19 2.82
C -2.15 -0.96 2.43
Br -2.29 1.10 2.34
C -3.30 -1.70 2.13
S -4.35 -2.02 3.60
H 0.36 0.35 2.50
H 1.13 -1.05 3.27
H 0.04 -0.05 4.19
H -3.96 -1.20 1.42
H -3.71 -1.30 4.52
C -1.67 -0.88 -0.89
C -1.28 0.06 -2.02
O -1.45 -0.74 -3.17
C -2.38 -1.71 -2.88
O -2.90 -2.39 -3.70
O -2.61 -1.74 -1.56
F 0.01 0.47 -1.95
H -0.82 -1.46 -0.55
H -2.12 -0.37 -0.05
H -1.92 0.94 -2.11
C 4.27 1.45 -2.23
C 3.82 2.86 -1.92
O 2.67 2.65 -1.13
C 2.79 1.43 -0.51
O 2.13 1.06 0.39
O 3.81 0.73 -1.08
F 3.48 3.56 -3.04
H 3.76 1.08 -3.12
H 5.34 1.34 -2.34
H 4.54 3.46 -1.35
*
```


# 10
Here is a molecular structure, C10H11Cl3GeN2O8PtSi from the Open Molecules 2025 dataset. Energies are from ωB97M-V/def2-TZVPD.

molecular weight	689.34	g/mol
relative energy (zero: lowest compared OMol25 entry of this formula, charge and spin)	0.102	eV
lowest unoccupied orbital energy (alpha / beta)	0.0409 / 0.0305	Ha

```
! wB97M-V def2-TZVPD RIJCOSX def2/J DEFGRID3
* xyz -1 2
Pt -0.57 0.03 1.78
O -2.53 3.63 1.12
C -1.80 2.68 0.88
O -1.52 1.81 1.80
C -1.25 2.53 -0.52
C -1.44 3.62 -1.35
C -1.00 3.60 -2.66
C -0.36 2.49 -3.19
C -0.15 1.42 -2.37
C -0.59 1.36 -1.01
O -0.42 0.28 -0.35
N 0.58 0.29 -2.94
O 1.37 -0.31 -2.24
O 0.36 0.03 -4.12
N -1.21 4.76 -3.51
O -1.80 5.72 -3.04
O -0.82 4.71 -4.67
H -1.95 4.48 -0.95
H -0.02 2.47 -4.22
Cl 3.18 -0.13 1.86
Ge 1.44 1.05 2.30
Cl 1.74 2.88 1.23
Cl 1.56 1.54 4.39
C 2.18 -3.59 2.15
Si 0.39 -3.18 1.74
C -0.69 -4.52 2.49
C 0.16 -3.12 -0.12
O -0.11 -1.77 2.40
H 2.42 -4.59 1.79
H 2.36 -3.56 3.22
H 2.86 -2.89 1.67
H -0.41 -5.51 2.11
H -1.74 -4.36 2.26
H -0.58 -4.54 3.58
H 0.46 -4.07 -0.58
H 0.77 -2.33 -0.56
H -0.88 -2.93 -0.38
*
```


# 11
Here is a molecular structure, C10H11Cl6FeZn at a distorted geometry from the Open Molecules 2025 dataset. Energies are from ωB97M-V/def2-TZVPD.

molecular weight	465.15	g/mol
lowest unoccupied orbital energy (alpha / beta)	0.1552 / 0.1552	Ha

```
! wB97M-V def2-TZVPD RIJCOSX def2/J DEFGRID3
* xyz -2 6
Fe -2.63 -0.42 0.10
Cl -2.90 1.33 -1.14
C -3.27 -0.24 1.95
C -3.50 -1.95 -0.78
H -4.02 -1.02 2.17
H -2.44 -0.27 2.67
H -3.77 0.75 1.98
H -4.19 -2.44 -0.09
H -2.75 -2.65 -1.17
H -4.07 -1.50 -1.61
Zn 0.49 -0.31 0.23
C 1.45 -0.47 -1.50
C -1.10 -1.49 0.60
H 1.59 -1.55 -1.64
H 0.81 -0.05 -2.29
H 2.41 0.06 -1.46
H -1.03 -2.48 0.08
H -1.02 -1.70 1.70
Cl 0.97 2.76 -1.09
C 1.42 2.55 0.57
C 1.21 1.33 1.19
C 1.52 1.13 2.52
Cl 1.16 -0.40 3.25
C 2.16 2.14 3.26
Cl 2.65 1.84 4.86
C 2.41 3.39 2.64
Cl 3.19 4.63 3.50
C 2.01 3.61 1.30
Cl 2.26 5.12 0.55
*
```


# 12
Here is a molecular structure, C10H11ClF4IrN2 at a distorted geometry from the Open Molecules 2025 dataset. Energies are from ωB97M-V/def2-TZVPD.

molecular weight	462.87	g/mol
relative energy (zero: lowest compared OMol25 entry of this formula, charge and spin)	0.031	eV
lowest unoccupied orbital energy (alpha / beta)	-0.3819 / -0.4162	Ha

```
! wB97M-V def2-TZVPD RIJCOSX def2/J DEFGRID3
* xyz 2 2
Ir -0.03 -0.38 -0.25
C -2.91 -0.93 -0.76
N -1.99 -0.26 0.21
C -2.25 -0.82 1.58
C -2.23 1.22 0.20
C -1.12 1.94 0.96
N 0.16 1.29 0.58
C 1.38 1.76 0.91
C 2.50 1.11 0.31
F 2.22 0.09 -0.55
C 3.78 1.50 0.54
F 4.78 0.88 -0.04
C 4.01 2.59 1.39
C 2.95 3.26 1.99
F 3.18 4.28 2.78
C 1.65 2.87 1.76
F 0.65 3.49 2.34
H -3.93 -0.78 -0.42
H -2.68 -2.00 -0.77
H -2.78 -0.50 -1.75
H -3.27 -0.58 1.86
H -1.55 -0.40 2.30
H -2.12 -1.90 1.54
H -3.21 1.43 0.62
H -2.23 1.54 -0.84
H -1.24 1.94 2.04
H -1.08 2.98 0.63
H 5.03 2.91 1.58
Cl 0.19 -2.55 -0.19
*
```


# 13
Here is a single C10H11ClN2 molecule at a distorted geometry from the Open Molecules 2025 dataset. Energies are from ωB97M-V/def2-TZVPD.

molecular weight	194.66	g/mol
relative energy (zero: lowest compared OMol25 entry of this formula, charge and spin)	1.310	eV
structure (SMILES)	C[C@H]1C=CC=N[C@@]1(Cl)c1ccc[nH]1
lowest unoccupied orbital energy	-0.0138	Ha

```
! wB97M-V def2-TZVPD RIJCOSX def2/J DEFGRID3
* xyz 0 1
C -3.36 0.02 0.61
C -2.05 -0.12 1.04
C -3.34 0.51 -0.67
C -1.23 0.35 0.03
C 2.90 0.34 -0.47
C 2.40 -0.03 0.74
C 1.96 0.84 -1.48
C 1.01 -0.45 0.82
C 0.15 0.40 -0.02
C 1.10 -1.80 0.19
N 0.74 0.90 -1.23
N -2.06 0.79 -1.00
Cl 0.48 2.17 1.16
H -4.22 -0.27 1.05
H -1.84 -0.34 2.06
H -4.20 0.81 -1.29
H 3.97 0.50 -0.54
H 3.16 -0.06 1.49
H 2.34 1.21 -2.42
H 0.50 -0.51 1.80
H 1.85 -2.40 0.66
H 1.29 -1.75 -0.88
H 0.23 -2.39 0.22
H -1.78 1.27 -1.87
*
```


# 14
Here is a gas-phase ion, C10H11ClN3 (charge +1) at a distorted geometry from the Open Molecules 2025 dataset. Energies are from ωB97M-V/def2-TZVPD.

molecular weight	208.67	g/mol
relative energy (zero: lowest compared OMol25 entry of this formula, charge and spin)	0.769	eV
structure (SMILES)	[NH2+]=C1N=CC[C@@](Cl)(c2ccccc2)N1
lowest unoccupied orbital energy	-0.1749	Ha

```
! wB97M-V def2-TZVPD RIJCOSX def2/J DEFGRID3
* xyz 1 1
C 0.61 -0.50 3.69
C -0.55 0.19 3.37
C 1.37 -0.94 2.64
C -0.86 0.42 2.05
C 1.11 -0.69 1.29
C 0.10 0.20 1.02
C -1.80 0.35 -2.47
C 0.43 -0.17 -2.72
C -1.71 0.52 -0.98
C -0.19 0.55 -0.46
N -0.81 0.04 -3.18
N 0.62 -0.16 -1.41
N 1.36 -0.46 -3.64
Cl 0.35 2.36 -0.40
H 0.96 -0.63 4.73
H -1.13 0.53 4.25
H 2.25 -1.43 2.91
H -1.78 1.01 1.82
H 1.82 -1.06 0.66
H -2.78 0.25 -2.87
H -2.08 1.45 -0.69
H -2.29 -0.17 -0.55
H 1.51 -0.43 -1.10
H 1.10 -0.66 -4.53
H 2.39 -0.57 -3.41
*
```


# 15
Here is a single C10H11ClO2 molecule at a distorted geometry from the Open Molecules 2025 dataset. Energies are from ωB97M-V/def2-TZVPD.

molecular weight	198.65	g/mol
relative energy (zero: lowest compared OMol25 entry of this formula, charge and spin)	1.353	eV
structure (SMILES)	CC(=O)[C@@H](c1ccco1)C1(Cl)CC1
lowest unoccupied orbital energy	0.0303	Ha

```
! wB97M-V def2-TZVPD RIJCOSX def2/J DEFGRID3
* xyz 0 1
C 3.33 -0.34 -0.59
C 2.09 -0.31 -1.35
C 2.91 0.07 0.65
C 1.08 0.16 -0.52
C -0.74 1.94 -0.53
C -1.13 -1.52 0.66
C -0.98 -1.97 -0.84
C -1.26 -0.55 -0.53
C -0.91 2.28 1.05
C -0.35 0.54 -0.97
O -0.80 2.82 -1.29
O 1.61 0.41 0.70
Cl -2.92 -0.08 -0.77
H 4.34 -0.91 -0.74
H 1.96 -0.36 -2.44
H 3.53 0.38 1.57
H -0.37 0.51 -2.01
H -2.13 -1.74 0.99
H -0.34 -1.29 1.35
H -0.12 -2.23 -1.39
H -1.81 -2.65 -0.95
H -1.22 3.42 1.01
H -1.54 1.61 1.68
H 0.20 2.26 1.42
*
```


# 16
Here is a molecular structure, C10H11F4N2RhSe4 from the Open Molecules 2025 dataset. Energies are from ωB97M-V/def2-TZVPD.

molecular weight	653.95	g/mol
lowest unoccupied orbital energy (alpha / beta)	-0.0584 / -0.0584	Ha

```
! wB97M-V def2-TZVPD RIJCOSX def2/J DEFGRID3
* xyz 0 1
Rh -0.14 -1.25 0.54
C 2.80 -1.75 0.99
N 1.84 -1.01 0.16
C 2.00 -1.43 -1.25
C 2.07 0.46 0.31
C 1.03 1.27 -0.45
N -0.23 0.58 -0.28
C -1.44 1.13 -0.58
C -2.60 0.38 -0.31
F -2.45 -0.88 0.23
C -3.88 0.82 -0.57
F -4.91 0.03 -0.28
C -4.09 2.07 -1.13
C -2.97 2.82 -1.41
F -3.12 4.04 -1.96
C -1.69 2.38 -1.15
F -0.66 3.19 -1.47
H 3.82 -1.46 0.71
H 2.66 -2.82 0.84
H 2.63 -1.52 2.04
H 3.01 -1.19 -1.59
H 1.27 -0.92 -1.88
H 1.84 -2.51 -1.31
H 3.09 0.69 -0.01
H 1.98 0.66 1.38
H 1.31 1.37 -1.51
H 1.03 2.27 -0.03
H -5.09 2.43 -1.34
Se -0.52 -0.64 2.83
Se 1.02 -1.70 4.08
Se 0.83 -3.96 3.14
Se -0.44 -3.55 1.28
*
```


# 17
Here is a molecular structure, C10H11F5N4O3RuSeTe from the Open Molecules 2025 dataset. Energies are from ωB97M-V/def2-TZVPD.

molecular weight	637.84	g/mol
relative energy (zero: lowest compared OMol25 entry of this formula, charge and spin)	0.000	eV
lowest unoccupied orbital energy (alpha / beta)	-0.1136 / -0.2273	Ha

```
! wB97M-V def2-TZVPD RIJCOSX def2/J DEFGRID3
* xyz 1 6
Ru 1.28 -0.69 -0.22
C -0.14 -3.44 4.07
O 0.44 -2.23 3.54
C 0.34 -1.95 2.27
O 0.85 -0.89 1.86
N -0.33 -2.78 1.45
N -0.43 -2.45 0.09
H 0.07 -3.41 5.13
H 0.33 -4.32 3.63
H -1.22 -3.44 3.92
H -0.64 -3.69 1.76
H -1.40 -2.33 -0.17
H 0.00 -3.15 -0.52
N 0.08 1.03 -0.26
C -0.58 1.96 -0.30
C -1.41 3.12 -0.35
C -1.87 3.68 0.84
C -2.68 4.80 0.78
C -3.02 5.34 -0.46
C -2.55 4.77 -1.64
C -1.75 3.65 -1.59
H -1.60 3.25 1.79
H -3.05 5.26 1.69
H -3.65 6.22 -0.50
H -2.82 5.21 -2.59
H -1.37 3.20 -2.50
F 2.32 -2.27 0.00
Te 2.24 -2.75 -3.00
F 3.47 -1.73 -4.07
F 0.66 -3.64 -2.17
F 0.97 -2.15 -4.20
F 2.59 -4.24 -4.06
O 1.36 -0.71 -1.95
Se 5.85 -0.09 -1.53
C 4.32 0.31 -0.65
N 3.34 0.54 -0.09
*
```